(1)
This record from the OMol25 dataset describes C19H39O2P3STc as an isolated structure. The level of theory is ωB97M-V with the def2-TZVPD basis set.

Structure (XYZ):
```
65
C19H39O2P3STc ωB97M-V with the def2-TZVPD basis set
P 3.37361 -1.17464 0.27832
C 4.06238 -1.12388 1.98087
H 5.11630 -1.42376 1.93661
H 3.50940 -1.80051 2.64566
H 3.97881 -0.10451 2.37659
C 4.34412 -2.59742 -0.36117
H 4.32167 -2.59565 -1.45674
H 3.87354 -3.52573 -0.01000
H 5.38015 -2.54962 -0.00268
C 4.36622 0.22263 -0.41226
H 5.40769 0.17917 -0.04845
H 3.90511 1.17342 -0.09522
H 4.35344 0.16796 -1.50939
P -1.19443 3.97472 -0.87397
C -1.28898 4.72860 0.76131
H -1.51419 5.80309 0.68504
H -0.32343 4.58977 1.26821
H -2.06727 4.22535 1.35063
C -0.13566 5.07717 -1.84601
H -0.10307 4.76542 -2.89721
H 0.88328 5.05867 -1.44008
H -0.54886 6.09215 -1.76691
C -2.83351 4.14711 -1.63606
H -3.11185 5.20736 -1.66815
H -3.56373 3.58881 -1.03767
H -2.82195 3.73280 -2.65283
P -2.26033 -2.78173 0.39953
C -3.06695 -2.90534 2.04782
H -3.96364 -3.53567 1.96181
H -3.35866 -1.89342 2.36813
H -2.37132 -3.31921 2.78888
C -3.80068 -2.45813 -0.54113
H -4.60285 -3.09217 -0.14089
H -3.63430 -2.66908 -1.60410
H -4.05731 -1.39700 -0.40500
C -1.96040 -4.56445 0.05795
H -2.88779 -5.14296 -0.08582
H -1.37551 -4.98844 0.88702
H -1.35055 -4.61506 -0.85898
Tc -0.53470 1.74189 -0.93215
C 0.84107 1.86242 0.37496
O 1.64706 1.93993 1.22782
C -1.70937 1.11415 0.42608
O -2.40296 0.75798 1.30691
C -1.60981 0.97372 -3.31545
C -1.13307 -0.08333 -2.53185
C 0.23191 -0.08645 -2.13010
C 1.12552 0.85969 -2.68926
C 0.62038 1.92749 -3.42577
C -0.74925 2.01016 -3.70112
H -2.64406 0.96125 -3.67306
H -1.79847 -0.89096 -2.21893
H 0.62789 -0.94381 -1.57187
H 2.19308 0.75360 -2.50202
H 1.28700 2.68122 -3.83274
H -1.12676 2.83209 -4.30641
C 1.15098 -3.61984 3.55660
S 0.25653 -2.39547 2.59513
C 0.26885 -1.02401 3.75836
H 1.92196 -4.05728 2.91219
H 0.44291 -4.39929 3.85995
H 1.60999 -3.16107 4.43819
H -0.29640 -1.28843 4.66152
H 1.30667 -0.77353 4.00730
H -0.20543 -0.16793 3.26206
```

**Charge**: +4
**Multiplicity**: 4
**Gap between HOMO and LUMO (alpha / beta)**: 6.837 / 4.036 eV
**<S²>**: 3.763
**ΔE to the lowest compared entry with this formula, charge and spin**: 0.000 eV

(2)
This record from the OMol25 dataset describes a 7-piece molecular cluster, C19H40BCl14IO2P overall. The level of theory is ωB97M-V with the def2-TZVPD basis set.

Structure (XYZ):
```
78
C19H40BCl14IO2P ωB97M-V with the def2-TZVPD basis set
C -2.16535 -1.55838 1.95808
O -2.02112 -2.02076 0.59417
B -2.67450 -1.56824 -0.47774
O -3.59098 -2.18630 -1.24746
P -2.15065 0.20847 -1.25495
C -3.36895 1.48168 -0.83459
C -4.54217 1.41392 -1.82340
C -5.69510 2.28612 -1.32133
I -7.11114 1.14332 -0.22321
C -0.35523 0.52873 -0.93832
Cl 0.48284 0.60865 -2.50722
C 0.00415 1.72962 -0.06385
C -0.09833 3.09222 -0.71034
Cl -0.98229 1.60255 1.42998
H -1.20058 -1.22731 2.33308
H -2.88188 -0.74101 2.02703
H -2.51112 -2.40522 2.54556
H -4.36227 -2.59015 -0.82469
H -2.23147 0.06063 -2.63952
H -3.72955 1.26633 0.17446
H -2.90934 2.46880 -0.81193
H -4.87723 0.37856 -1.91393
H -4.22902 1.73572 -2.81951
H -5.35309 3.05556 -0.63341
H -6.23652 2.76330 -2.13161
H 0.00492 -0.38092 -0.44976
H 1.02045 1.51441 0.26184
H -0.03519 3.87381 0.04179
H -1.01092 3.20852 -1.29537
H 0.73482 3.22584 -1.39866
Cl 2.01988 -5.81618 3.92530
C 1.25444 -4.81235 2.67235
C 1.54683 -3.34738 2.85624
Cl 0.76503 -2.67054 4.31613
H 0.18664 -5.01488 2.69710
H 1.66159 -5.14182 1.71663
H 1.16741 -2.78737 2.00378
H 2.61414 -3.16431 2.94896
Cl 0.67187 6.12453 -1.67062
C 0.09317 6.59770 -3.29442
C -1.38657 6.87767 -3.28854
Cl -2.33597 5.38404 -2.99006
H 0.33182 5.78715 -3.97808
H 0.64492 7.48782 -3.58950
H -1.69047 7.25923 -4.25931
H -1.65575 7.59266 -2.51609
Cl 2.70432 -5.74305 8.89535
C 1.92662 -4.68163 7.69200
C 2.25170 -3.22792 7.91474
Cl 1.51363 -2.58264 9.40439
H 0.85502 -4.85717 7.74072
H 2.29168 -4.98137 6.71178
H 1.85686 -2.64722 7.08339
H 3.32461 -3.06806 7.98378
Cl 2.82625 -0.09577 1.46152
C 3.98137 -0.88330 0.34486
C 3.37162 -1.13275 -1.00932
Cl 2.03422 -2.31844 -0.96686
H 4.31069 -1.79895 0.82798
H 4.83152 -0.21452 0.22679
H 4.12870 -1.52231 -1.68673
H 2.96253 -0.21600 -1.42490
Cl 4.00373 -7.17132 1.29773
C 4.38837 -8.16961 2.72842
C 5.21015 -9.37993 2.36682
Cl 4.28436 -10.54942 1.39210
H 3.44528 -8.45294 3.18741
H 4.94630 -7.53773 3.41687
H 5.51530 -9.88960 3.27885
H 6.09378 -9.10320 1.79801
Cl -0.45278 7.90758 -6.41964
C -1.10562 8.33160 -8.03159
C -2.59104 8.57797 -7.97841
Cl -3.49902 7.08944 -7.60551
H -0.85764 7.51295 -8.70103
H -0.59072 9.23266 -8.35766
H -2.93185 8.93505 -8.94829
H -2.84208 9.31316 -7.21863
```

**Charge**: +1
**Gap between HOMO and LUMO**: 8.756 eV

(3)
This record from the OMol25 dataset describes a 2-piece molecular cluster, C19H40Br2FNO2S overall. The level of theory is ωB97M-V with the def2-TZVPD basis set.

Structure (XYZ):
```
66
C19H40Br2FNO2S ωB97M-V with the def2-TZVPD basis set
C 0.93066 3.73133 1.28823
C 0.95846 4.80574 0.00721
C 0.87604 3.89402 -1.37565
C -0.52639 4.10876 -2.22179
C -1.39552 2.73532 -2.43502
C -1.60089 2.27461 -3.99449
C -0.22847 2.20393 -4.88803
C 0.55289 0.72870 -4.78321
C 1.59686 0.87289 -3.52269
C 2.51324 -0.44721 -3.22234
N 1.76966 -1.73937 -2.99936
C 0.60043 -1.62250 -2.06220
Br 0.93880 -0.61253 -0.36798
C -0.15057 -3.06809 -1.71068
C 0.04104 -3.53145 -0.13613
Br -2.15924 -2.73822 -1.89250
S 2.98193 -2.88346 -2.48976
O 2.60712 -4.38732 -2.79067
O 4.37311 -2.69702 -3.21606
F 3.36937 -2.81736 -0.80147
H -0.04806 3.07854 1.10346
H 0.94585 4.26466 2.32986
H 1.84433 2.97506 1.15689
H 2.06074 5.25741 0.01915
H 0.13056 5.62925 0.08342
H 1.06295 2.78179 -1.03608
H 1.75455 4.18299 -2.12823
H -0.33154 4.67078 -3.22970
H -1.19493 4.83205 -1.55362
H -0.94876 1.85809 -1.77874
H -2.48576 2.93395 -1.99387
H -2.30457 3.07890 -4.51190
H -2.11631 1.19894 -3.99395
H -0.51099 2.47430 -6.00179
H 0.57739 3.00812 -4.54537
H 1.07527 0.46562 -5.80969
H -0.29991 -0.06025 -4.63084
H 2.35519 1.74562 -3.82068
H 0.98279 1.28080 -2.61429
H 3.19497 -0.59331 -4.19185
H 3.25642 -0.19199 -2.32491
H -0.24022 -1.00580 -2.64560
H 0.06951 -3.91014 -2.49268
H -0.71595 -2.89624 0.51914
H 1.14223 -3.49190 0.25216
H -0.33348 -4.65655 -0.04865
C -2.61320 -3.56790 6.12730
C -1.26424 -2.86499 6.14016
C -1.36784 -1.35290 5.92628
C -1.95172 -0.91767 4.57723
C -1.21229 -1.43854 3.34255
C 0.22457 -0.94846 3.24976
H -3.11088 -3.47075 5.15852
H -2.48123 -4.63658 6.32805
H -3.27350 -3.16002 6.89944
H -0.60846 -3.31504 5.38838
H -0.78799 -3.04570 7.11130
H -0.37102 -0.91277 6.05003
H -1.98613 -0.92317 6.72418
H -1.96587 0.17868 4.54588
H -3.00000 -1.23278 4.51608
H -1.75168 -1.10411 2.44833
H -1.22906 -2.53379 3.31854
H 0.26256 0.14522 3.22988
H 0.68969 -1.31895 2.33017
H 0.82747 -1.30126 4.09087
```

**SMILES**: CCCCCCCCCCN([C@H](Br)[C@@H](C)Br)S(=O)(=O)F.CCCCCC
**Gap between HOMO and LUMO**: 9.632 eV

(4)
This record from the OMol25 dataset describes a 3-piece molecular cluster, C19H40BrNO5PS overall. The level of theory is ωB97M-V with the def2-TZVPD basis set.

Structure (XYZ):
```
68
C19H40BrNO5PS ωB97M-V with the def2-TZVPD basis set
C -2.00014 4.24441 2.06838
C -2.27813 5.02450 0.78619
C -2.31260 4.16700 -0.48015
C -0.99642 3.46669 -0.79855
C -1.05984 2.65635 -2.10212
C -1.42433 1.18995 -1.85378
C -0.24371 0.39759 -1.31077
C -0.57618 -1.05956 -0.97661
P -1.98374 -1.11969 0.23028
S -1.97544 0.21566 1.70086
C -1.18008 -1.80701 -2.23555
O -2.10937 -2.57844 -1.93260
O -0.67085 -1.56350 -3.32051
N 0.53331 -1.86033 -0.43979
C 1.61430 -2.13842 -1.37996
C 2.76771 -1.11305 -1.46218
C 0.99351 -1.45723 0.86672
C 1.93645 -2.48378 1.45222
O 1.86461 -3.65948 1.42938
Br 3.43383 -1.63814 2.45269
H -2.79844 3.52486 2.26848
H -1.94331 4.91777 2.92837
H -1.06475 3.68611 2.02616
H -1.53637 5.82415 0.67470
H -3.24940 5.52040 0.89553
H -3.10238 3.41512 -0.36100
H -2.60765 4.80080 -1.32352
H -0.19823 4.21864 -0.83809
H -0.74840 2.80325 0.03586
H -1.82469 3.10250 -2.74379
H -0.09280 2.69929 -2.61156
H -2.26569 1.19043 -1.15498
H -1.73006 0.72520 -2.79386
H 0.51615 0.36138 -2.09787
H 0.19088 0.88862 -0.43369
H -1.93291 -2.41835 0.74119
H -3.15740 -1.04574 -0.49892
H 1.16712 -2.25965 -2.36248
H 2.04218 -3.11066 -1.11450
H 3.63942 -1.44200 -0.88948
H 2.48496 -0.13025 -1.08614
H 3.08592 -1.00582 -2.50062
H 1.45531 -0.46566 0.93188
H 0.16377 -1.43697 1.58591
C 8.15346 -2.95849 4.65332
C 7.29231 -2.73207 3.41939
C 6.79843 -4.04022 2.82534
O 8.00851 -1.97079 2.44673
H 9.04050 -3.54315 4.39125
H 8.48792 -2.00619 5.06534
H 7.60452 -3.49952 5.42536
H 6.43431 -2.11382 3.68642
H 7.64664 -4.65605 2.50948
H 6.17517 -3.85052 1.95215
H 6.21312 -4.60832 3.54933
H 8.77344 -2.49038 2.17710
C -7.11510 1.06201 -2.05460
C -5.64240 0.76885 -2.30720
C -5.32383 -0.70838 -2.15171
O -4.82192 1.56224 -1.45030
H -7.38130 0.78303 -1.03095
H -7.32250 2.12565 -2.17866
H -7.75335 0.49853 -2.73758
H -5.37940 1.09309 -3.31589
H -5.54438 -1.02760 -1.12773
H -4.26933 -0.90655 -2.34666
H -5.91471 -1.32225 -2.83342
H -4.98622 1.29397 -0.53828
```

**Charge**: -1
**Gap between HOMO and LUMO**: 7.700 eV

(5)
This record from the OMol25 dataset describes C19H40CaNO10P as an isolated structure. The level of theory is ωB97M-V with the def2-TZVPD basis set.

Structure (XYZ):
```
72
C19H40CaNO10P ωB97M-V with the def2-TZVPD basis set
Ca -7.56665 -10.37016 -1.83192
P -6.22130 -12.26992 -0.42731
O -7.28348 -12.43001 0.69817
O -5.15842 -13.36201 -0.24590
O -5.78563 -10.76289 -0.57543
O -6.91151 -12.48526 -1.83779
O -9.11970 -9.61252 -5.69796
C -8.49571 -9.76461 -4.45838
O -9.00871 -9.23948 -3.44395
O -7.48636 -10.50559 -4.41311
H -8.60393 -10.25194 -6.22152
C -11.09540 -13.29988 -1.19068
C -11.97868 -12.11612 -1.59084
C -10.95781 -11.27952 -2.35619
O -9.75702 -11.41025 -1.65173
C -9.79931 -12.58678 -0.81432
H -10.97902 -13.94191 -2.06831
H -11.53785 -13.88168 -0.38102
H -12.39254 -11.59942 -0.71996
H -12.82127 -12.36458 -2.24812
H -11.29310 -10.24380 -2.43742
H -10.87356 -11.66743 -3.37986
H -9.83055 -12.23509 0.21879
H -8.92325 -13.21687 -0.93071
C -9.10608 -8.53882 2.15896
C -9.80605 -7.67613 1.11269
C -10.02293 -8.67347 -0.00600
O -8.78067 -9.32520 -0.07805
C -8.23050 -9.44196 1.24218
H -9.71685 -9.19185 2.78458
H -8.46252 -7.93774 2.80529
H -9.02100 -6.98593 0.77274
H -10.64187 -7.04491 1.41835
H -10.30312 -8.20637 -0.94910
H -10.78024 -9.42281 0.27694
H -7.17474 -9.17171 1.28043
H -8.23794 -10.50352 1.51937
C -6.08098 -5.92473 -1.96010
C -4.76631 -6.66266 -1.66056
C -5.25119 -8.12052 -1.47677
O -6.55232 -8.19846 -2.08188
C -6.86322 -6.98148 -2.72303
H -5.92170 -4.98923 -2.50111
H -6.58317 -5.72470 -1.00612
H -4.28334 -6.31229 -0.74992
H -4.09271 -6.59312 -2.51883
H -5.29308 -8.41735 -0.43272
H -4.60255 -8.84247 -1.96772
H -7.93957 -6.81686 -2.70638
H -6.55845 -7.01589 -3.78101
C -4.21754 -11.11688 -3.91207
C -3.40813 -12.34712 -3.53151
N -4.09101 -13.61882 -3.73681
C -3.10665 -14.66844 -3.57830
C -2.49299 -14.71697 -2.17898
C -4.63310 -13.67263 -5.07989
C -5.21608 -15.03852 -5.44928
H -4.44240 -11.13351 -4.98032
H -3.62932 -10.21521 -3.69892
H -5.14996 -11.01619 -3.34392
H -2.41870 -12.36431 -4.04803
H -3.19255 -12.31409 -2.45919
H -2.32490 -14.62809 -4.38549
H -3.57871 -15.64559 -3.73535
H -1.61669 -14.07242 -2.04964
H -2.19267 -15.73912 -1.91738
H -3.27328 -14.39989 -1.45609
H -5.42952 -12.93261 -5.16510
H -3.83480 -13.39121 -5.81237
H -5.98821 -14.92462 -6.21178
H -4.42545 -15.68230 -5.85318
H -5.63568 -15.55047 -4.58369
```

**Charge**: -2
**Gap between HOMO and LUMO**: 4.078 eV
**ΔE to the lowest compared entry with this formula, charge and spin**: 0.479 eV

(6)
This record from the OMol25 dataset describes C19H40Cl28GaO as an isolated structure. The level of theory is ωB97M-V with the def2-TZVPD basis set.

Structure (XYZ):
```
89
C19H40Cl28GaO ωB97M-V with the def2-TZVPD basis set
C -5.34632 -4.57621 -1.26306
C -4.82355 -3.44128 -0.77241
Ga -5.20274 -1.62341 -1.68087
C -6.84252 -0.90339 -0.65295
O -8.09034 -1.17226 -1.34969
C -8.48935 -2.51183 -1.27738
C -9.99079 -2.60387 -0.99294
H -5.42384 -4.73894 -2.33034
H -5.71905 -5.36176 -0.59446
H -4.26398 -3.43230 0.16602
H -3.95673 -0.62971 -1.50921
H -5.53854 -1.85578 -3.24157
H -6.77756 0.17317 -0.49517
H -6.92312 -1.35944 0.34397
H -7.94435 -3.06525 -0.50797
H -8.28960 -3.01294 -2.23398
H -10.23412 -3.53092 -0.47025
H -10.27336 -1.78682 -0.32817
H -10.57080 -2.54078 -1.91255
C -3.87965 -5.22181 -5.16265
Cl -2.95523 -4.89846 -3.69615
Cl -5.60771 -5.47950 -4.82016
H -3.78681 -4.36690 -5.82114
H -3.48820 -6.11205 -5.63904
C -0.58761 -1.41191 -1.58815
Cl -1.61113 -1.83235 -0.20544
Cl -1.51711 -1.07179 -3.05507
H -0.00286 -0.53416 -1.33232
H 0.06990 -2.25183 -1.78284
C 2.87084 -0.56843 0.48349
Cl 1.52316 0.54806 0.25020
Cl 2.67379 -2.09688 -0.39222
H 3.77969 -0.08997 0.13715
H 2.93687 -0.79865 1.53868
C 2.49591 2.10316 3.98741
Cl 2.24139 2.96887 2.47355
Cl 3.54950 0.70062 3.78173
H 2.96450 2.77160 4.70120
H 1.53211 1.76631 4.35205
C -8.26851 -6.83907 -7.04138
Cl -8.73604 -5.95320 -8.49987
Cl -7.18243 -8.18548 -7.40541
H -7.75497 -6.15854 -6.37295
H -9.16389 -7.23506 -6.57844
C 1.32655 -3.13200 3.42383
Cl 3.08572 -3.10904 3.20807
Cl 0.67191 -1.52213 3.73359
H 0.87655 -3.52206 2.51794
H 1.09319 -3.76334 4.27233
C 6.43012 3.36337 5.40753
Cl 5.29410 2.96877 6.70664
Cl 5.60758 3.60327 3.86386
H 6.94524 4.27883 5.66728
H 7.13130 2.54395 5.30200
C 0.33385 -4.48607 -5.96282
Cl 0.18456 -2.82432 -5.39502
Cl -1.03006 -4.98150 -6.98317
H 1.25612 -4.56261 -6.52819
H 0.36545 -5.13826 -5.09705
C 0.90963 6.41191 2.64037
Cl -0.37682 5.92400 3.75270
Cl 2.50285 6.31295 3.38960
H 0.88926 5.75070 1.78145
H 0.73525 7.43690 2.33898
C 2.84496 8.85354 -0.20694
Cl 3.50127 8.97486 1.43218
Cl 1.07957 8.77853 -0.24415
H 3.15170 9.73207 -0.76121
H 3.23920 7.95525 -0.66668
C 4.55643 -5.02231 -5.23695
Cl 3.54336 -5.36243 -3.83032
Cl 3.59665 -4.84967 -6.71359
H 5.08537 -4.09244 -5.06459
H 5.25034 -5.84273 -5.37302
C 2.61575 -0.46052 -3.74199
Cl 4.36561 -0.44303 -4.04069
Cl 1.98628 1.13979 -3.34871
H 2.11802 -0.81883 -4.63454
H 2.42260 -1.12100 -2.90551
C 8.59212 6.95147 6.81499
Cl 8.77592 5.39677 7.64171
Cl 7.34422 6.89476 5.56341
H 8.31060 7.69939 7.54510
H 9.53667 7.20633 6.34963
C 7.23964 9.08535 10.50892
Cl 6.98046 10.00071 9.01845
Cl 8.39066 7.76388 10.27499
H 7.63127 9.75627 11.26370
H 6.29279 8.66342 10.82320
```

**Charge**: -1
**Gap between HOMO and LUMO**: 5.119 eV
**ΔE to the lowest compared entry with this formula, charge and spin**: 0.000 eV

Number 1: F_max 5.54 eV/Å. Number 2: F_max 0.80 eV/Å. Number 3: F_max 9.80 eV/Å. Number 4: F_max 1.12 eV/Å. Number 5: F_max 3.15 eV/Å. Number 6: F_max 1.45 eV/Å.